1.
A structure of composition C5H9NO in a non-equilibrium geometry, computed with ωB97M-V/def2-TZVPD.

Positions of all 16 atoms, in Å:
1 C -1.564 -1.239 -0.219
2 C -0.490 -0.194 -0.476
3 C -0.742 1.289 -0.112
4 C 0.722 1.452 0.395
5 C 0.796 -0.029 0.272
6 N 1.638 -0.933 0.246
7 O 2.962 -0.829 0.645
8 H -2.392 -1.010 -0.899
9 H -1.953 -1.226 0.805
10 H -1.230 -2.258 -0.448
11 H -0.168 -0.306 -1.520
12 H -1.060 1.925 -0.934
13 H -1.442 1.352 0.724
14 H 0.882 1.891 1.381
15 H 1.415 1.912 -0.318
16 H 2.627 -1.797 0.458

The spin multiplicity is 1. Its HOMO-LUMO gap is 10.451 eV.


2.
A cluster of 2 separate species, C9H8O2 in total in a non-equilibrium geometry, computed with ωB97M-V/def2-TZVPD.

Positions of all 19 atoms, in Å:
1 C 0.119 1.315 2.893
2 C 0.611 2.197 1.914
3 C -0.147 -0.003 2.697
4 C 0.806 1.758 0.624
5 C -0.052 -0.481 1.404
6 C 0.433 0.453 0.407
7 C -0.320 -1.538 0.297
8 C 0.145 -0.545 -0.661
9 C -0.401 -1.308 -3.708
10 O -1.181 -0.944 -0.655
11 O 0.701 -1.086 -2.949
12 H 0.050 1.842 3.779
13 H 0.819 3.205 2.224
14 H -0.509 -0.585 3.514
15 H 1.354 2.401 0.007
16 H -0.273 -2.499 0.480
17 H -0.555 -2.432 -3.901
18 H -0.292 -1.030 -4.767
19 H -1.307 -0.722 -3.598

The spin multiplicity is 1. Its HOMO-LUMO gap (alpha / beta) is 7.154 / 7.144 eV.